90
Properties=species:S:1:pos:R:3:forces:R:3:lowdin_spin:R:1 method="wB97M-V/def2-TZVPD" relative_energy_ev=0.000 orbital_gap_ev="7.731 / 7.339" lumo_ev="-2.814 / -3.188" total_charge=+1 spin_multiplicity=2 s_squared=0.7556
Ru -0.968762 -0.508321 -1.653826 0.5 -0.2 0.5 0.86
C -3.185954 -2.811227 3.065981 0.0 0.0 0.0 0.00
Si -1.864571 -1.620574 3.629030 0.0 0.0 0.0 0.00
C -2.592925 0.072406 3.938577 0.0 0.0 0.0 0.00
C -1.035733 -2.232653 5.185648 0.0 0.0 0.0 0.00
C -0.538144 -1.578092 2.270872 0.0 0.0 0.1 0.00
C 0.732784 -2.113492 2.475703 -0.1 0.1 0.0 0.00
C 1.661522 -2.220717 1.444080 0.0 0.0 -0.1 0.00
C 1.306205 -1.775567 0.187537 0.1 0.0 0.0 0.00
N 0.105722 -1.233489 -0.025761 0.0 0.0 0.0 0.00
C -0.792748 -1.138021 0.968120 -0.1 0.0 0.0 0.00
S -2.254534 -0.442480 0.297536 -0.1 0.0 0.1 0.02
H -3.962611 -2.911412 3.827093 0.0 0.0 0.0 0.00
H -2.763133 -3.802020 2.885911 0.0 0.0 0.0 0.00
H -3.657734 -2.470310 2.143014 0.0 0.0 0.0 0.00
H -3.404442 -0.022189 4.664150 0.0 0.0 0.0 0.00
H -3.006434 0.521113 3.033784 0.0 0.0 0.0 0.00
H -1.858763 0.759399 4.365853 0.0 0.0 0.0 0.00
H -1.741878 -2.186978 6.017337 0.0 0.0 0.0 0.00
H -0.173541 -1.618833 5.457455 0.0 0.0 0.0 0.00
H -0.703050 -3.268510 5.096034 0.0 0.0 0.0 0.00
H 1.007911 -2.470322 3.461109 0.0 0.0 0.0 0.00
H 2.639693 -2.648180 1.611278 0.0 0.0 0.0 0.00
H 1.949492 -1.848566 -0.678422 0.0 0.0 0.0 0.00
N -2.550856 0.142283 -2.923598 -0.2 0.0 -0.1 0.01
C -3.540885 -0.912074 -3.037816 0.0 0.2 -0.1 0.00
C -4.786721 -0.726553 -3.561563 0.0 0.0 0.0 0.00
C -5.666370 -1.821419 -3.710642 0.1 0.0 0.0 0.00
C -5.268608 -3.081417 -3.361720 0.0 0.1 0.0 0.00
C -3.983068 -3.294336 -2.810196 0.0 0.0 0.0 0.00
C -3.493627 -4.565192 -2.424392 0.0 0.0 0.0 0.00
C -2.244182 -4.673164 -1.888969 0.0 0.0 0.0 0.00
C -1.477246 -3.507617 -1.692743 0.0 0.0 0.0 0.00
N -1.910307 -2.316193 -2.025655 0.0 -0.1 -0.2 -0.01
C -3.135822 -2.191195 -2.620204 0.0 -0.1 0.0 0.00
H -2.996311 1.021192 -2.676826 0.1 0.0 0.0 0.00
H -2.065360 0.256110 -3.816169 0.0 0.1 0.0 0.00
H -5.095511 0.260587 -3.884163 0.0 0.0 0.0 0.00
H -6.651143 -1.654646 -4.123824 0.0 0.0 0.0 0.00
H -5.927925 -3.928540 -3.498472 0.0 0.0 0.0 0.00
H -4.116621 -5.439000 -2.567965 0.0 0.0 0.0 0.00
H -1.830915 -5.627951 -1.598790 0.0 0.0 0.0 0.00
H -0.492830 -3.555477 -1.246874 0.0 0.0 0.0 0.00
C 2.990722 3.187057 -3.393762 0.0 0.0 0.0 0.00
C 3.647240 3.208794 -2.018455 0.0 0.0 0.0 0.00
C 4.221450 1.856846 -1.604050 0.0 0.0 0.0 0.00
C 3.165560 0.805715 -1.284816 0.0 0.0 0.0 0.00
N 2.429048 1.123027 -0.060831 0.0 0.0 0.0 0.00
C 1.157063 1.547854 0.033707 0.0 0.0 0.0 0.00
Se -0.009861 1.812718 -1.412396 -0.1 0.0 -0.1 0.02
N 0.857935 1.727661 1.330447 0.0 0.0 0.0 0.00
C -0.395357 2.239594 1.889275 0.0 0.0 0.0 0.00
C -0.259860 3.611721 2.539053 0.0 0.0 0.0 0.00
C -0.166779 4.795281 1.578063 0.0 0.0 0.0 0.00
C 1.141134 4.886115 0.797468 0.0 0.0 0.0 0.00
C 1.951786 1.357512 2.102857 0.0 0.0 0.0 0.00
C 2.119041 1.266642 3.479207 0.0 0.0 0.0 0.00
C 3.335245 0.786981 3.926859 0.0 0.0 0.0 0.00
C 4.349643 0.412602 3.034141 0.0 0.0 0.0 0.00
C 4.179111 0.502078 1.665410 0.0 0.0 0.0 0.00
C 2.954705 0.983490 1.218323 0.0 0.0 0.0 0.00
H 2.635501 4.179397 -3.671148 0.0 0.0 0.0 0.00
H 2.132217 2.514591 -3.426084 0.0 0.0 0.0 0.00
H 3.704193 2.866303 -4.155876 0.0 0.0 0.0 0.00
H 2.933254 3.552045 -1.262281 0.0 0.0 0.0 0.00
H 4.457205 3.940905 -2.015038 0.0 0.0 0.0 0.00
H 4.879064 1.975440 -0.738997 0.0 0.0 0.0 0.00
H 4.842563 1.460668 -2.412386 0.0 0.0 0.0 0.00
H 3.625773 -0.173036 -1.131881 0.0 0.0 0.0 0.00
H 2.430386 0.707480 -2.081318 0.0 0.0 0.0 0.00
H -0.732060 1.500634 2.616347 0.0 0.0 0.0 0.00
H -1.118855 2.251211 1.077688 0.0 0.0 0.0 0.00
H 0.602335 3.619867 3.213030 0.0 0.0 0.0 0.00
H -1.141399 3.737030 3.173429 0.0 0.0 0.0 0.00
H -0.291858 5.707386 2.165502 0.0 0.0 0.0 0.00
H -1.011319 4.762740 0.883441 0.0 0.0 0.0 0.00
H 2.004822 4.781841 1.459442 0.0 0.0 0.0 0.00
H 1.224562 5.849846 0.295191 0.0 0.0 0.0 0.00
H 1.208116 4.120427 0.024129 0.0 0.0 0.0 0.00
H 1.335245 1.549323 4.168467 0.0 0.0 0.0 0.00
H 3.511618 0.700315 4.990375 0.0 0.0 0.0 0.00
H 5.287773 0.045527 3.427349 0.0 0.0 0.0 0.00
H 4.961769 0.205329 0.980823 0.0 0.0 0.0 0.00
Cl 0.486867 -2.990271 -5.746398 0.0 0.0 0.0 0.00
C 1.465024 -1.727509 -4.946734 0.0 0.0 0.0 0.00
C 0.615196 -1.103980 -3.861560 -0.1 0.0 0.0 0.01
O -0.218457 -0.230274 -4.142687 0.2 0.1 -0.3 0.03
O 0.760632 -1.532423 -2.673565 -0.4 0.1 0.0 0.05
H 1.733897 -0.989762 -5.696156 0.0 0.0 0.0 0.00
H 2.344049 -2.209105 -4.531113 0.0 0.0 0.0 0.00